Entry 1:
{
  "formula": "C4H12N2",
  "method": "ωB97M-V/def2-TZVPD",
  "elements": ["C", "N", "H", "H", "C", "H", "H", "N", "H", "H", "C", "H", "C", "H", "H", "H", "H", "H"],
  "coordinates": [[-0.435, -2.860, -0.265], [-0.118, -0.414, -0.365], [0.224, -1.559, 1.384], [-0.741, -2.792, -1.307], [-0.742, 0.859, 0.082], [0.403, 1.854, -1.410], [-0.892, 0.744, 1.152], [1.367, 2.043, 0.514], [-1.097, -3.582, 0.215], [-0.328, 2.977, -0.271], [-0.411, -1.555, 0.492], [-1.422, -1.280, 0.795], [0.152, 2.008, -0.350], [0.519, -3.394, -0.241], [0.621, -0.118, -0.977], [-1.692, 1.033, -0.446], [1.929, 1.234, 0.259], [1.928, 2.821, 0.175]],
  "forces_ev_per_angstrom": [[0.34, -1.30, 0.36], [-1.26, 2.12, -0.03], [0.00, -0.36, 0.07], [-0.07, 0.40, 0.08], [0.21, -0.71, -1.08], [-0.12, 0.07, -0.03], [-0.08, 0.79, 0.18], [-0.05, 0.17, -0.96], [-0.25, 0.12, 0.09], [-0.28, 0.05, 0.07], [0.20, 1.04, -1.15], [-0.07, -0.53, 0.37], [0.70, -0.30, 1.05], [0.21, 0.35, -0.15], [0.76, -1.61, 0.17], [-0.23, -0.29, 0.36], [-0.05, -0.09, 0.32], [0.06, 0.09, 0.27]],
  "e_homo_ev": -8.1322,
  "smiles": "CCNCCN",
  "total_charge": 0,
  "homo_lumo_gap_ev": 9.277,
  "relative_energy_kcal_mol": 29.7,
  "fmax_ev_per_a": 2.469
}

Entry 2:
{
  "formula": "C3H5NO2",
  "method": "ωB97M-V/def2-TZVPD",
  "elements": ["O", "O", "H", "H", "H", "H", "C", "C", "H", "N", "C"],
  "coordinates": [[-0.548, -0.608, -1.087], [-0.072, 1.292, 0.284], [-0.194, -1.385, 0.868], [1.755, 0.330, -1.405], [-1.900, -1.640, 0.210], [1.456, 0.802, 1.469], [-0.991, 0.360, -0.188], [-0.990, -1.043, 0.209], [-1.902, 0.889, -0.468], [1.267, 0.713, 0.478], [2.119, 0.291, -0.371]],
  "forces_ev_per_angstrom": [[0.04, -0.07, -0.23], [0.26, 0.05, -0.39], [-0.09, -0.01, -0.11], [-0.15, 0.12, 0.25], [0.10, 0.16, 0.03], [-0.10, -0.08, -0.09], [-0.18, -0.04, -0.02], [-0.06, -0.17, 0.23], [0.19, -0.06, 0.16], [0.40, -0.12, -0.06], [-0.39, 0.22, 0.23]],
  "e_homo_ev": -8.8597,
  "total_charge": 0,
  "homo_lumo_gap_ev": 9.785,
  "relative_energy_kcal_mol": 132.8,
  "fmax_ev_per_a": 0.505
}

Entry 3:
{
  "formula": "C8H9N2P",
  "method": "ωB97M-V/def2-TZVPD",
  "elements": ["H", "C", "C", "P", "C", "H", "H", "H", "N", "C", "N", "C", "C", "C", "H", "H", "H", "H", "H", "C"],
  "coordinates": [[-3.404, -1.707, -0.818], [0.453, -0.013, 0.256], [2.076, 2.170, 0.004], [0.897, -2.524, 0.069], [2.557, 0.924, -0.251], [-1.780, -2.426, 0.980], [3.480, 0.764, -0.535], [-2.396, -0.216, -1.140], [2.115, -1.527, -0.252], [-1.606, -1.346, 0.724], [-0.228, -1.255, 0.464], [1.760, -0.208, -0.154], [0.706, 2.344, 0.348], [-0.121, 1.242, 0.375], [-2.078, -0.619, 1.367], [-1.268, 1.281, 0.440], [2.532, 3.127, -0.109], [0.268, 3.252, 0.323], [-1.648, -1.960, -1.357], [-2.317, -1.305, -0.735]],
  "forces_ev_per_angstrom": [[1.83, 0.50, 0.55], [-4.09, -1.35, 0.72], [-1.67, 0.40, 0.44], [-2.88, -2.88, 0.67], [-2.14, 1.68, 0.65], [-0.08, 1.17, 0.70], [4.76, -0.51, -1.43], [0.51, -1.90, 0.50], [2.69, 5.01, -0.83], [-2.07, -2.36, -3.17], [2.33, 2.82, 0.36], [1.19, -3.61, 0.51], [1.08, -3.01, -1.08], [-2.23, -0.97, 0.34], [0.38, 0.03, 0.61], [1.99, 0.28, 0.22], [1.27, 0.01, -0.16], [-1.04, 3.04, 0.32], [-0.83, 0.88, 0.21], [-1.00, 0.78, -0.11]],
  "e_homo_ev": [-5.5261, -8.7661],
  "total_charge": 0,
  "multiplicity": 3,
  "homo_lumo_gap_ev": [6.358, 5.848],
  "relative_energy_kcal_mol": 0.0,
  "fmax_ev_per_a": 5.749
}

no.,calculated total energy (Ha)
1,-269.069039
2,-322.362743
3,-760.974453